*i*
Molecular formula: C4H8N
Method: DFT, the ωB97M-V functional and the def2-TZVPD basis

Properties
charge = +1
multiplicity = 1
LUMO level (alpha / beta) = -5.5 / -4.8 eV
highest occupied orbital energy (alpha / beta) = -0.5045 / -0.4977 hartree

Cartesian coordinates (Å):
C: -2.61007 -0.34307 -1.45592
C: -0.83690 -0.18035 0.30037
C: 1.27140 0.75736 1.00969
C: 1.68364 -0.46282 0.29943
N: 0.43464 0.22061 -0.08859
H: -3.54318 -0.66917 -1.02495
H: -2.59983 0.49242 -2.14033
H: -0.88451 -1.10627 0.86359
H: 0.83022 0.67356 1.99593
H: 1.76021 1.70406 0.82206
H: 2.49818 -0.42434 -0.41116
H: 1.55599 -1.42223 0.78599
H: 0.44023 0.76025 -0.95611

=====

*ii*
Molecular formula: C4H8N
Method: DFT, the ωB97M-V functional and the def2-TZVPD basis

Properties
charge = +1
multiplicity = 1
LUMO level = -4.1 eV
highest occupied orbital energy = -0.5460 hartree

Cartesian coordinates (Å):
C: 1.34767 0.76910 0.72627
C: 1.42411 0.82263 -0.62429
C: 0.69751 -0.22234 -0.02910
C: 0.19600 -1.56837 -0.08081
N: -1.57883 0.76795 0.01998
H: 1.58297 1.17819 1.68234
H: 1.77003 1.30439 -1.50959
H: -0.16924 -1.83985 -1.06742
H: -0.56597 -1.74245 0.67785
H: 1.03840 -2.22340 0.17668
H: -1.83141 1.15146 0.92351
H: -2.28118 0.08229 -0.23639
H: -1.63006 1.52040 -0.65904

=====

*iii*
Molecular formula: C4H8N
Method: DFT, the ωB97M-V functional and the def2-TZVPD basis

Properties
charge = +1
multiplicity = 1
LUMO level = -8.0 eV
highest occupied orbital energy = -0.5320 hartree

Cartesian coordinates (Å):
C: -0.60792 -2.16804 0.31029
C: -0.20827 -0.74884 0.16741
C: 0.80877 -0.09983 -0.35887
N: 0.83833 1.27309 -0.63749
C: -0.29929 1.96365 0.01886
H: -1.69842 -2.20173 0.52447
H: -0.11543 -2.64327 1.16448
H: -0.40564 -2.74188 -0.61243
H: -0.42014 2.93187 -0.43815
H: 1.70542 -0.57895 -0.73123
H: 1.73996 1.66158 -0.36393
H: -0.19586 2.06968 1.08616
H: -1.14152 1.28264 -0.12958

=====

We find *ii* to be the most stable, with the next structure 0.0773 hartree higher.

=====

*i*
Molecular formula: C9H14
Method: DFT, the ωB97M-V functional and the def2-TZVPD basis

Properties
charge = 0
structure (SMILES) = Cc1ccccc1.CC
multiplicity = 1
LUMO level = 1.0 eV
highest occupied orbital energy = -0.3315 hartree

Cartesian coordinates (Å):
C: -0.78757 -0.46039 -1.65679
C: -1.30060 -0.05444 -0.29876
C: -2.36901 0.85179 -0.24689
C: -2.86475 1.21276 1.01281
C: -2.49130 0.50773 2.16217
C: -1.52343 -0.47758 2.09275
C: -0.98239 -0.77893 0.84480
H: -1.61399 -0.93851 -2.19333
H: -0.07446 -1.28001 -1.60433
H: -0.42577 0.41371 -2.18824
H: -2.85584 1.27579 -1.10959
H: -3.42621 2.10810 1.23797
H: -3.02383 0.75300 3.07310
H: -1.29444 -1.11768 2.93480
H: -0.14833 -1.47176 0.83823
C: 3.58272 0.51245 -0.82350
C: 2.69693 -0.65705 -0.32780
H: 4.09792 0.23890 -1.75004
H: 2.97683 1.37092 -1.10743
H: 4.36562 0.80879 -0.12826
H: 1.69082 -0.25433 -0.27147
H: 3.04708 -1.11640 0.58889
H: 2.72401 -1.44686 -1.07909

=====

*ii*
Molecular formula: C9H14
Method: DFT, the ωB97M-V functional and the def2-TZVPD basis

Properties
charge = 0
structure (SMILES) = Cc1ccccc1.CC
multiplicity = 1
LUMO level = 1.0 eV
highest occupied orbital energy = -0.3320 hartree

Cartesian coordinates (Å):
C: -0.96145 -0.75521 1.14517
C: -0.59351 0.41746 0.28918
C: 0.66742 0.99021 0.10446
C: 1.03467 2.11028 -0.64486
C: -0.01729 2.70619 -1.41410
C: -1.31395 2.18546 -1.26130
C: -1.62480 1.03615 -0.44491
H: -1.22957 -1.65766 0.50195
H: -1.66103 -0.52509 1.84680
H: -0.08351 -1.13597 1.71264
H: 1.39349 0.37486 0.56582
H: 2.08254 2.41957 -0.50115
H: 0.24764 3.44742 -2.09145
H: -2.18820 2.61396 -1.89818
H: -2.67981 0.61846 -0.60445
C: 1.91503 -3.00494 0.58363
C: 0.42977 -3.45418 0.94044
H: 2.17638 -2.00628 1.09464
H: 2.61693 -3.69541 0.95732
H: 1.89155 -3.04424 -0.46846
H: -0.01509 -4.19793 0.25473
H: -0.37122 -2.66311 0.87731
H: 0.60458 -3.93715 1.96618

=====

We find *i* to be the most stable, with the next structure 0.0568 hartree higher.

=====

*i*
Molecular formula: C9H14
Method: DFT, the ωB97M-V functional and the def2-TZVPD basis

Properties
charge = 0
structure (SMILES) = Cc1ccccc1.CC
multiplicity = 1
LUMO level = 1.0 eV
highest occupied orbital energy = -0.3256 hartree

Cartesian coordinates (Å):
C: 3.46152 -0.18641 0.75085
C: 2.06068 0.23384 1.00737
C: 1.58553 1.48268 0.56175
C: 0.30117 1.76456 0.57727
C: -0.63785 0.91797 1.11991
C: -0.31602 -0.34610 1.64887
C: 1.14055 -0.66651 1.64716
H: 3.60337 -1.14964 1.22338
H: 4.20043 0.56289 1.14606
H: 3.59842 -0.20691 -0.37762
H: 2.35046 2.28687 0.11150
H: 0.09727 2.83320 0.50493
H: -1.60883 1.17357 1.37444
H: -0.94422 -1.06108 2.04407
H: 1.53472 -1.54475 2.20784
C: -1.89514 -1.10269 -2.05185
C: -3.23038 -0.37776 -1.89848
H: -1.51880 -0.86798 -3.05417
H: -1.08001 -0.97468 -1.29367
H: -2.01986 -2.19209 -1.97282
H: -3.62733 -0.86723 -0.98471
H: -3.84219 -0.36507 -2.80902
H: -3.21349 0.65333 -1.48306

=====

*ii*
Molecular formula: C9H14
Method: DFT, the ωB97M-V functional and the def2-TZVPD basis

Properties
charge = 0
structure (SMILES) = Cc1ccccc1.CC
multiplicity = 1
LUMO level = 1.0 eV
highest occupied orbital energy = -0.3288 hartree

Cartesian coordinates (Å):
C: 1.57985 -0.91021 -1.35274
C: 1.24819 0.44465 -0.85184
C: 0.38903 1.24612 -1.64267
C: 0.15986 2.53335 -1.13627
C: 0.60673 2.87232 0.10447
C: 1.18247 2.00879 0.97227
C: 1.67560 0.78351 0.40986
H: 2.30790 -1.44414 -0.63378
H: 2.02466 -0.61937 -2.36346
H: 0.79663 -1.63019 -1.60734
H: -0.04904 0.84527 -2.49747
H: -0.40952 3.29285 -1.73588
H: 0.23572 3.85392 0.47723
H: 1.16459 2.11734 2.06764
H: 2.07376 0.00624 1.16469
C: -2.53151 -1.76968 1.36901
C: -1.16155 -2.02149 0.71614
H: -2.98991 -0.89206 1.54838
H: -3.32382 -2.19379 0.75527
H: -2.68573 -2.15925 2.44318
H: -0.85584 -3.06168 0.81445
H: -0.25057 -1.52730 1.32846
H: -1.18750 -1.77519 -0.34959

=====

*iii*
Molecular formula: C9H14
Method: DFT, the ωB97M-V functional and the def2-TZVPD basis

Properties
charge = 0
structure (SMILES) = Cc1ccccc1.CC
multiplicity = 1
LUMO level = 1.0 eV
highest occupied orbital energy = -0.3277 hartree

Cartesian coordinates (Å):
C: -0.63659 -0.38283 -2.55541
C: -1.13424 -0.15068 -1.14621
C: -1.32425 1.11525 -0.63166
C: -1.67324 1.39638 0.69539
C: -2.03392 0.33062 1.48669
C: -1.77355 -0.98350 1.01795
C: -1.33723 -1.19485 -0.26191
H: -0.34361 -1.44734 -2.80476
H: 0.17223 0.18547 -2.95758
H: -1.50757 0.01556 -3.23470
H: -1.02022 1.99774 -1.16219
H: -1.42873 2.42458 1.00877
H: -2.59482 0.36900 2.40410
H: -1.88296 -1.86966 1.61712
H: -1.09672 -2.19917 -0.63741
C: 2.22040 -0.30622 1.43595
C: 2.67003 0.32653 0.14589
H: 2.30359 0.49795 2.21356
H: 1.18530 -0.69028 1.82122
H: 2.91191 -0.98580 1.89113
H: 3.06736 -0.45461 -0.46733
H: 3.33578 1.10256 0.53222
H: 1.92105 0.90330 -0.41083

=====

*iv*
Molecular formula: C9H14
Method: DFT, the ωB97M-V functional and the def2-TZVPD basis

Properties
charge = 0
structure (SMILES) = Cc1ccccc1.CC
multiplicity = 1
LUMO level = 1.0 eV
highest occupied orbital energy = -0.3313 hartree

Cartesian coordinates (Å):
C: 0.44357 -2.91655 -0.43376
C: 0.72484 -1.55021 0.13996
C: 0.94835 -0.42437 -0.65764
C: 1.15342 0.82284 -0.09611
C: 1.17209 0.96182 1.28209
C: 0.75390 -0.09383 2.08805
C: 0.58532 -1.33929 1.50604
H: 1.31854 -3.55390 -0.31122
H: 0.10690 -2.82086 -1.45995
H: -0.32471 -3.39843 0.17523
H: 1.09767 -0.59578 -1.71818
H: 1.15499 1.68732 -0.74626
H: 1.36792 1.93153 1.71363
H: 0.61859 0.16802 3.12757
H: 0.20420 -2.13909 2.13014
C: -2.76527 1.52743 -1.63624
C: -1.63138 2.42263 -1.15309
H: -2.42109 0.50262 -1.72414
H: -3.53642 1.34575 -0.87410
H: -3.34097 1.85107 -2.49221
H: -1.80860 3.48562 -1.27892
H: -0.67788 2.04070 -1.49037
H: -1.61540 2.34853 -0.05627

=====

We find *iv* to be the most stable, with the next structure 0.0358 hartree higher.

=====

*i*
Molecular formula: C9H14
Method: DFT, the ωB97M-V functional and the def2-TZVPD basis

Properties
charge = 0
structure (SMILES) = Cc1ccccc1.CC
multiplicity = 1
LUMO level = 1.0 eV
highest occupied orbital energy = -0.3271 hartree

Cartesian coordinates (Å):
C: 1.33252 0.93374 2.47300
C: 0.27122 1.16429 1.39676
C: 0.12679 2.50961 0.95031
C: -0.83736 2.89078 -0.08181
C: -1.41690 1.81141 -0.77419
C: -1.35793 0.53563 -0.27756
C: -0.56367 0.19891 0.91159
H: 2.26512 0.75006 2.05619
H: 1.09540 -0.07155 2.87470
H: 1.54846 1.80568 3.19272
H: 0.76529 3.34502 1.27593
H: -0.93285 3.91164 -0.35497
H: -2.12318 2.09850 -1.54232
H: -1.68552 -0.33576 -0.92061
H: -0.63517 -0.80631 1.34339
C: 0.59633 -2.88199 -1.00137
C: -0.12528 -2.30808 -2.13919
H: 0.62250 -2.24784 -0.05859
H: 0.30337 -3.83977 -0.57592
H: 1.65019 -3.00063 -1.23053
H: -1.07951 -1.79446 -2.01535
H: -0.22872 -3.23410 -2.86958
H: 0.40889 -1.43480 -2.63260

=====

*ii*
Molecular formula: C9H14
Method: DFT, the ωB97M-V functional and the def2-TZVPD basis

Properties
charge = 0
structure (SMILES) = Cc1ccccc1.CC
multiplicity = 1
LUMO level = 1.0 eV
highest occupied orbital energy = -0.3307 hartree

Cartesian coordinates (Å):
C: -3.76084 0.00088 -1.70388
C: -2.32296 0.13278 -1.28821
C: -1.39080 0.50060 -2.25422
C: -0.06978 0.71387 -1.88442
C: 0.27252 0.74558 -0.53473
C: -0.64822 0.28236 0.38700
C: -1.94373 -0.08046 0.02741
H: -4.25300 0.97545 -1.72098
H: -4.42643 -0.50134 -0.99776
H: -3.93752 -0.45921 -2.67188
H: -1.73727 0.60511 -3.27570
H: 0.71236 0.83424 -2.61947
H: 1.30741 0.99921 -0.34456
H: -0.30458 0.18402 1.40818
H: -2.61784 -0.49859 0.76355
C: 2.67040 -0.06357 1.70717
C: 3.61329 -1.01079 2.42811
H: 2.14701 -0.62876 0.94384
H: 1.95500 0.45320 2.34474
H: 3.25344 0.72465 1.22383
H: 4.15470 -0.59954 3.29659
H: 4.28866 -1.55036 1.77361
H: 3.03818 -1.75933 2.99175

=====

We find *ii* to be the most stable, with the next structure 0.0445 hartree higher.

=====

*i*
Molecular formula: C9H14
Method: DFT, the ωB97M-V functional and the def2-TZVPD basis

Properties
charge = 0
structure (SMILES) = Cc1ccccc1.CC
multiplicity = 1
LUMO level = 1.0 eV
highest occupied orbital energy = -0.3257 hartree

Cartesian coordinates (Å):
C: -0.99762 -0.06496 -2.82655
C: -0.47725 0.90976 -1.86453
C: -0.13631 0.48438 -0.55579
C: 0.41718 1.36379 0.37899
C: 0.58718 2.69295 0.05193
C: 0.23883 3.15809 -1.27379
C: -0.29551 2.25262 -2.21948
H: -1.67832 0.43956 -3.56676
H: -1.54442 -0.83343 -2.23451
H: -0.22810 -0.57691 -3.49014
H: -0.29649 -0.53823 -0.30985
H: 0.65912 1.02943 1.37385
H: 0.96762 3.40292 0.82511
H: 0.34566 4.23896 -1.56046
H: -0.56546 2.62375 -3.21672
C: -0.07331 -2.37871 1.96364
C: 0.82126 -2.81235 3.16314
H: -0.27498 -3.19578 1.38476
H: -1.01005 -1.94420 2.31915
H: 0.44961 -1.60644 1.36401
H: 1.09875 -1.91830 3.78987
H: 1.73740 -3.16300 2.70246
H: 0.25521 -3.56390 3.80164

=====

*ii*
Molecular formula: C9H14
Method: DFT, the ωB97M-V functional and the def2-TZVPD basis

Properties
charge = 0
structure (SMILES) = Cc1ccccc1.CC
multiplicity = 1
LUMO level = 1.0 eV
highest occupied orbital energy = -0.3257 hartree

Cartesian coordinates (Å):
C: -2.33875 -0.47858 -1.89616
C: -1.65733 0.18077 -0.67909
C: -2.10277 -0.01731 0.68066
C: -1.53686 0.66744 1.78187
C: -0.41108 1.54222 1.44416
C: 0.09172 1.63496 0.14120
C: -0.53624 0.98824 -0.90261
H: -3.10446 0.19581 -2.22183
H: -2.47569 -1.57508 -1.60820
H: -1.63986 -0.61095 -2.72740
H: -3.06500 -0.50428 0.62582
H: -1.76540 0.44282 2.80933
H: 0.00297 2.25896 2.13818
H: 1.03363 2.18897 0.03871
H: -0.02666 1.26977 -1.86311
C: 2.68458 -0.36164 0.04298
C: 2.19754 -1.76051 0.52809
H: 2.57850 0.45755 0.71125
H: 3.73988 -0.39662 -0.25385
H: 2.13569 0.08052 -0.91599
H: 1.79396 -1.55254 1.56594
H: 2.95544 -2.49985 0.64361
H: 1.44619 -2.15067 -0.08358

=====

*iii*
Molecular formula: C9H14
Method: DFT, the ωB97M-V functional and the def2-TZVPD basis

Properties
charge = 0
structure (SMILES) = Cc1ccccc1.CC
multiplicity = 1
LUMO level = 1.0 eV
highest occupied orbital energy = -0.3244 hartree

Cartesian coordinates (Å):
C: -0.99477 -2.40532 2.76917
C: -0.60230 -1.20030 1.97326
C: -1.60949 -0.59773 1.18432
C: -1.29227 0.42537 0.32839
C: -0.04963 1.05815 0.47270
C: 0.80272 0.71676 1.50390
C: 0.60843 -0.54651 2.08151
H: -1.07988 -3.28494 2.12764
H: -1.94348 -2.14385 3.23750
H: -0.28766 -2.67820 3.54717
H: -2.63052 -0.94359 1.30696
H: -1.94065 0.85524 -0.41743
H: 0.33988 1.78759 -0.23024
H: 1.76585 1.19317 1.64828
H: 1.39187 -0.99916 2.66990
C: 1.50533 0.69177 -2.71793
C: 0.30665 1.48806 -3.26112
H: 2.15718 0.39558 -3.53787
H: 2.07335 1.32066 -2.03242
H: 1.33829 -0.29981 -2.28964
H: -0.56239 0.85960 -3.43935
H: 0.62449 1.90928 -4.22432
H: 0.07900 2.39816 -2.70040

=====

We find *i* to be the most stable, with the next structure 0.0067 hartree higher.